Here is one molecule with the formula C7H9NO from OMol25. Energies are from the ωB97M-V functional and the def2-TZVPD basis.

```
18
Properties=species:S:1:pos:R:3:forces:R:3
C -1.4140 0.5634 0.7516 -2.28 0.84 -1.80
C 0.2032 2.2029 -0.2017 -2.07 -0.34 0.67
C -1.5157 -0.3711 -0.5273 -2.34 1.86 1.34
C 0.8916 -0.3144 -1.4151 -1.00 -2.28 3.25
C -0.2976 -1.1122 -0.8070 2.20 -0.94 -1.34
C 0.9682 -0.6970 -0.1318 -0.46 -0.27 -3.86
C 1.7597 -0.7046 1.0743 0.12 -1.21 2.16
N -0.8203 1.7990 0.3114 1.35 0.97 -0.20
O 1.0562 2.7929 -0.7276 0.78 0.17 -0.20
H -2.4023 0.8891 1.2897 1.79 -1.18 -1.09
H -2.2923 -1.0847 -0.4226 -1.12 -0.63 0.45
H -1.8835 0.3392 -1.2751 0.35 -0.37 -0.51
H 1.0835 -0.0184 -2.4159 0.67 0.55 -0.17
H -0.4005 -2.2003 -1.1473 -0.02 1.47 0.58
H -0.7386 0.0715 1.3557 0.93 -0.86 2.06
H 2.7334 -0.4177 0.6935 0.38 0.64 1.10
H 1.8681 -1.6310 1.7773 -0.30 0.79 -2.12
H 1.2009 -0.1067 1.8181 1.03 0.80 -0.32
```
Positions in Å, forces in eV/Å.

## Properties
spin multiplicity = 1
Kohn-Sham gap = 10.0 eV
structure (SMILES) = CC1=C[C@@H]1CCN=C=O
HOMO = -0.336 Eh
largest force on an atom = 4.09 eV/A
LUMO = 0.9 eV
energy above the lowest of the compared OMol25 structures with the same formula, charge and spin = 396.6 kJ/mol

Charge distribution, natural (NBO) scheme, values in e: C -0.20; C 0.86; C -0.43; C -0.20; C -0.27; C 0.04; C -0.68; N -0.57; O -0.53; H 0.22; H 0.21; H 0.21; H 0.25; H 0.18; H 0.19; H 0.25; H 0.24; H 0.24



Here is a 15-piece molecular cluster, C52H134O38S8 overall from OMol25. Energies are from the ωB97M-V functional and the def2-TZVPD basis.

```
232
Properties=species:S:1:pos:R:3:forces:R:3
C -6.2665 0.3972 -7.4369 -2.04 0.55 0.27
O -5.0549 1.0336 -7.4971 0.91 -0.75 -0.81
C -4.8783 2.0756 -6.6044 0.26 0.95 0.09
C -4.1449 1.6549 -5.3390 -0.19 -0.08 0.19
O -2.8084 1.2761 -5.6000 0.52 0.00 -0.05
C -2.4953 -0.0529 -6.0797 0.47 1.24 -0.31
H -6.4219 -0.1685 -8.3232 0.39 -1.05 -0.61
H -7.1061 1.1167 -7.5378 0.25 0.13 0.44
H -6.4709 -0.1945 -6.5336 0.34 -0.05 -0.10
H -5.8639 2.5102 -6.3727 0.25 0.17 0.19
H -4.2743 2.8139 -7.1758 -0.23 -0.12 0.66
H -4.6706 0.8120 -4.8467 0.02 0.33 -0.12
H -4.1358 2.5312 -4.6375 0.18 -0.76 -0.51
H -1.6733 -0.4087 -5.4446 -0.20 -0.09 -0.19
H -2.1375 0.0045 -7.1451 -0.48 -0.07 0.90
H -3.3411 -0.7122 -6.0081 -0.35 -0.35 0.04
C 2.4639 0.5577 4.8900 -1.40 -1.10 0.49
O 1.5501 1.6050 5.1596 -0.04 -0.52 0.00
C 0.2123 1.0857 5.1094 0.01 3.14 0.86
C -0.3145 0.7337 6.4667 1.28 1.05 1.33
O -0.4692 1.8330 7.3823 0.13 0.67 0.12
C -1.5848 2.6898 7.1226 0.63 -0.54 -0.56
H 2.0790 0.0316 4.0181 0.55 -0.23 -0.39
H 2.5379 -0.2064 5.6885 -0.54 0.34 0.03
H 3.4500 0.8916 4.7799 1.27 0.95 -0.48
H 0.1421 0.2577 4.4643 -0.12 -1.02 -0.88
H -0.3951 1.9528 4.7393 0.35 -0.93 0.00
H 0.4198 0.1207 7.0130 -0.49 -0.29 -0.39
H -1.2585 0.2760 6.3342 -1.14 -1.03 0.03
H -1.6882 3.5353 7.8397 0.28 -1.06 -0.10
H -2.4454 2.0137 7.0961 -0.54 0.53 0.10
H -1.4498 3.1544 6.1419 -0.15 0.05 0.02
C 5.5730 -4.3594 -0.4083 0.53 -0.85 -1.56
O 4.2904 -4.2372 0.0469 -2.29 -0.28 0.44
C 3.2534 -4.3251 -0.9897 0.51 2.00 1.31
C 3.2113 -2.9889 -1.7392 -0.81 0.54 0.30
O 4.0561 -3.0577 -2.8390 0.49 1.04 -0.48
C 4.5566 -1.7342 -3.2688 0.47 -2.88 0.14
H 5.8736 -3.5177 -1.0005 0.33 0.68 -0.43
H 5.6319 -5.2427 -1.0541 0.31 -0.09 -0.15
H 6.2842 -4.4987 0.3769 0.20 0.00 0.90
H 2.2970 -4.4115 -0.4425 0.51 -0.48 -0.27
H 3.5079 -5.1044 -1.6870 -0.21 -0.66 -0.18
H 3.6245 -2.2190 -1.0445 -0.75 -0.28 -0.17
H 2.1539 -2.7029 -2.0837 1.19 -0.31 0.68
H 5.3327 -1.3938 -2.5614 -0.89 0.48 0.07
H 3.7394 -1.0944 -3.5841 0.17 0.36 0.34
H 5.1170 -2.1327 -4.0967 0.27 0.78 -0.94
C -3.7898 8.1641 -4.0703 -0.65 -1.32 -1.38
O -2.4977 7.5988 -4.0232 0.81 0.35 0.16
C -2.2191 6.8067 -5.1892 0.06 0.88 0.33
C -2.7769 5.4289 -5.0442 0.20 -1.97 -0.01
O -2.0530 4.5795 -4.1276 0.07 1.13 0.50
C -0.8002 4.1290 -4.6031 -0.70 -0.50 -1.03
H -4.5156 7.3305 -4.0936 -0.15 0.37 0.07
H -3.9663 8.7236 -5.0107 0.26 0.05 0.39
H -4.0326 8.7736 -3.2245 0.42 0.35 0.58
H -1.1050 6.6789 -5.3303 -1.16 0.73 0.19
H -2.7040 7.3951 -6.0036 0.65 -0.88 -0.14
H -2.7650 4.8793 -5.9931 0.01 0.31 -0.34
H -3.7950 5.3556 -4.6844 -0.32 0.45 0.12
H -0.4386 3.3634 -3.9218 0.14 0.15 0.00
H -0.0421 4.8849 -4.8230 -0.05 0.25 0.53
H -1.0347 3.6641 -5.5615 0.44 -0.47 -0.21
C 4.2580 2.5552 2.4127 1.06 -0.65 0.55
O 4.6673 1.7221 1.3193 -0.23 1.89 0.74
C 4.5347 0.3883 1.6620 -0.10 -1.03 -0.05
C 5.3051 -0.4268 0.6798 0.29 -0.43 -1.02
O 6.6943 -0.1433 0.5364 -0.36 -1.17 1.55
C 7.4946 -0.7679 1.5936 0.01 0.77 -1.45
H 4.4390 3.5989 2.1545 -0.18 -0.07 -0.12
H 4.8410 2.3258 3.3592 -0.35 0.15 -1.07
H 3.2226 2.3549 2.6659 -0.34 0.16 -0.06
H 3.4866 0.0424 1.5759 0.11 0.18 0.20
H 4.8839 0.1960 2.6714 0.04 0.21 0.19
H 4.8844 -0.2813 -0.3129 -0.11 0.23 -0.18
H 5.1333 -1.4779 0.9085 0.14 -0.35 0.15
H 7.4522 -1.8703 1.6793 -0.25 0.39 -0.55
H 7.3130 -0.3664 2.5719 -0.41 0.41 0.49
H 8.4601 -0.4201 1.2621 0.71 -0.42 0.36
C -1.3283 -10.1611 2.6763 -0.03 0.48 0.09
O -1.3801 -8.7487 2.4605 -0.49 -1.67 -0.21
C -0.3039 -8.2207 1.7545 0.20 2.24 2.08
C -0.6298 -6.7347 1.7225 0.02 -0.21 -0.26
O -1.6110 -6.3650 0.7646 0.37 0.06 1.03
C -1.8113 -4.9477 0.7747 0.45 -0.48 -0.48
H -2.2883 -10.4320 3.1486 0.48 0.00 -0.29
H -0.4978 -10.4030 3.3755 -0.34 -0.06 -0.47
H -1.2113 -10.6766 1.7046 0.00 -0.02 0.52
H 0.0029 -8.6199 0.8089 -0.47 -0.64 -0.75
H 0.6011 -8.1891 2.4062 -0.14 -0.60 -0.25
H 0.3176 -6.2657 1.5102 0.45 0.81 -0.29
H -0.9105 -6.4602 2.7698 -0.13 -0.12 -0.73
H -2.3638 -4.7722 -0.1463 -0.35 0.49 0.43
H -0.8476 -4.4424 0.6675 -0.06 0.07 0.11
H -2.3080 -4.5647 1.6869 -0.06 -0.33 -0.37
C -3.4963 0.5927 4.2892 1.11 -0.58 -0.07
O -4.1053 0.0804 3.1419 0.18 -0.46 -0.41
C -4.3731 0.9864 2.0892 -0.11 0.40 -0.31
C -5.0970 0.2503 0.9730 0.60 -0.30 0.87
O -4.2740 -0.7582 0.4186 0.28 -0.62 -0.62
C -4.8681 -2.0750 0.3057 -1.43 1.75 0.09
H -3.1822 -0.2786 4.8942 -0.48 0.37 -0.05
H -4.1292 1.2662 4.8606 -0.29 0.09 0.14
H -2.5474 1.1050 4.0619 -0.20 0.13 -0.16
H -3.4975 1.5249 1.6727 0.04 -0.41 0.54
H -5.0838 1.7296 2.4570 -0.03 0.39 -0.04
H -5.3547 1.0032 0.2192 -0.46 -0.30 0.09
H -5.9297 -0.2095 1.5050 -0.59 0.02 -0.54
H -5.0641 -2.3959 1.3351 -0.10 -0.43 -0.24
H -4.1874 -2.7214 -0.2166 0.41 -0.14 -0.13
H -5.8513 -2.0263 -0.2801 1.24 -0.09 0.75
O 0.4215 -2.1605 4.7007 -0.20 -0.18 0.16
S 0.2070 -3.2580 5.5987 1.28 1.13 0.54
O 1.3373 -3.9826 6.1019 -0.08 0.04 -0.04
O -0.5827 -2.6209 6.8406 0.14 -0.94 -1.06
C -0.3903 -3.2254 8.1316 0.51 -0.68 0.85
C -1.4447 -2.6469 9.0158 -0.10 -1.21 1.04
C -0.9061 -4.3646 4.9125 -2.30 0.05 0.18
H 0.6467 -2.9930 8.4631 -0.77 -0.09 -0.14
H -0.5179 -4.3332 8.2135 0.28 0.64 -0.98
H -1.4091 -1.5926 8.9747 0.04 1.27 0.30
H -1.2001 -3.0410 10.0354 -0.51 0.62 -0.62
H -2.4634 -2.9630 8.7330 0.49 -0.04 0.07
H -1.1895 -5.0343 5.7359 0.18 -0.20 -0.46
H -0.5208 -4.8756 4.0318 0.24 0.10 0.25
H -1.8304 -3.7849 4.6500 0.85 -0.47 0.05
O -2.0993 -3.7044 -4.9440 0.26 -0.40 -1.13
S -1.9883 -3.1369 -3.6509 -3.69 0.50 0.97
O -2.8732 -2.0368 -3.2989 1.29 -0.98 -0.35
O -2.3723 -4.2465 -2.5878 -0.66 0.62 0.72
C -1.8822 -5.5702 -2.4953 1.91 -0.82 -0.32
C -3.0029 -6.4921 -2.1601 -0.48 -0.65 0.13
C -0.3956 -2.8407 -3.2728 2.44 0.50 0.76
H -1.1020 -5.6443 -1.6922 -0.38 0.39 -0.84
H -1.4571 -5.9012 -3.4883 -0.20 0.47 0.97
H -3.6086 -6.4727 -3.0441 -1.01 -0.03 -0.25
H -3.5974 -6.2285 -1.2492 0.68 -0.28 -0.80
H -2.6115 -7.5253 -2.1261 -0.15 0.47 0.44
H 0.1415 -3.7850 -3.4091 -0.02 0.09 0.22
H -0.2917 -2.4419 -2.2427 -0.11 -0.29 -0.66
H 0.0130 -2.1548 -4.0093 0.01 0.26 0.08
O -5.9256 3.4454 -0.3126 0.85 0.58 -0.61
S -5.0628 4.0422 -1.3127 -2.78 0.00 -2.42
O -5.6847 4.5296 -2.5846 1.39 -1.30 2.48
O -4.3441 5.2565 -0.6735 1.56 0.17 -0.26
C -3.2684 5.7925 -1.6169 -0.93 1.13 0.65
C -2.4070 6.7802 -0.8622 -0.69 0.39 0.74
C -3.7835 2.8737 -1.7191 0.71 0.41 0.54
H -3.8465 6.3080 -2.4208 0.70 -0.80 0.63
H -2.6673 4.9643 -1.9579 -0.14 0.05 -0.28
H -1.6945 6.3321 -0.1595 -0.42 -0.08 -0.14
H -3.0564 7.5082 -0.3131 0.56 -0.54 -0.39
H -1.8364 7.3286 -1.5976 0.13 0.20 -0.28
H -4.2307 1.9135 -1.9576 -0.13 0.00 0.13
H -3.0737 2.8215 -0.8712 -0.59 -0.18 -0.11
H -3.2010 3.2414 -2.5568 -0.25 -0.02 -0.36
O 4.5378 1.3979 -2.4641 0.25 0.35 0.13
S 4.8334 2.8029 -2.4389 -0.11 2.16 -1.79
O 5.2557 3.5112 -3.6541 -0.67 -1.39 1.48
O 3.4793 3.6141 -1.9993 1.74 -0.37 -0.42
C 2.4617 2.9066 -1.2963 -0.37 -0.31 0.11
C 1.2993 3.8582 -1.1447 0.55 0.75 1.00
C 6.0645 3.2679 -1.2299 -1.27 0.36 0.54
H 2.8615 2.5296 -0.3638 0.04 0.02 0.45
H 2.1611 2.0363 -1.8750 -0.06 -0.09 -0.13
H 0.5254 3.3689 -0.5514 -0.24 0.05 -0.26
H 0.9529 4.1444 -2.1201 -0.45 0.01 -0.43
H 1.5684 4.8185 -0.6241 -0.03 -0.93 -0.34
H 7.0252 2.9137 -1.5905 -0.02 0.15 0.00
H 5.7891 2.8454 -0.2684 0.14 -0.50 0.05
H 5.9589 4.3618 -1.1049 0.41 -0.50 -0.51
O 6.7211 -2.5507 4.6297 1.03 -0.75 0.14
S 5.6348 -1.6575 4.7891 0.79 0.95 -1.08
O 5.8725 -0.2385 4.7836 -0.27 -0.58 0.16
O 4.6505 -1.9149 3.6169 -1.33 1.33 -0.44
C 4.2817 -3.1922 3.1346 0.15 -1.93 -0.51
C 2.8943 -3.3127 2.4993 0.12 0.05 0.88
C 4.7412 -2.0933 6.1744 0.53 -0.11 1.47
H 4.2843 -3.9208 3.9561 0.36 0.15 -0.01
H 5.0403 -3.5048 2.3806 -0.47 0.22 0.59
H 2.9201 -4.3583 2.1052 -0.50 0.94 0.16
H 2.7435 -2.5921 1.7184 0.12 0.10 -0.75
H 2.0561 -3.1180 3.2067 0.73 -0.48 -0.23
H 3.9945 -1.3208 6.3139 0.10 -0.03 0.56
H 5.5072 -2.2504 6.9767 -0.89 0.61 -0.41
H 4.2802 -3.0420 6.0233 -0.48 -0.73 -0.25
O 1.2164 -0.6536 -4.8125 0.08 1.06 -0.60
S 1.6776 0.4313 -5.6641 -0.37 -0.73 1.00
O 1.4502 1.7985 -5.2468 0.63 -0.86 -0.35
O 3.1964 0.0523 -5.8832 0.88 2.11 -0.08
C 4.2379 1.2060 -6.1390 -0.96 -1.46 -0.12
C 4.5138 1.1658 -7.6180 -2.37 0.29 -0.09
C 0.9860 0.1778 -7.2774 1.01 1.36 -0.60
H 5.0537 0.8880 -5.5316 0.56 -0.25 0.41
H 3.8242 2.1039 -5.7145 -0.19 0.35 -0.10
H 4.6505 0.1670 -7.9385 0.17 -1.20 -0.18
H 5.2712 1.7206 -8.0764 1.66 1.15 0.23
H 3.6257 1.5426 -8.1468 -0.01 -0.19 0.12
H 0.6124 -0.7973 -7.2684 -0.98 -1.42 0.02
H 1.8170 0.1627 -7.9965 -0.30 0.33 0.20
H 0.2463 0.9474 -7.5349 0.23 -0.35 0.28
O -1.5328 2.9801 1.3383 1.27 1.35 1.33
S -0.7528 3.9374 2.1643 -2.00 -2.22 -0.90
O -0.8356 5.3017 1.7769 0.29 0.69 0.16
O -1.2540 3.7571 3.7133 0.54 0.54 -1.60
C -2.7068 3.8599 3.9063 0.10 0.71 -0.43
C -3.1270 5.2645 4.2708 0.19 0.26 1.00
C 0.9090 3.3405 2.3043 -0.50 -1.54 0.04
H -2.8152 3.1502 4.7011 -0.79 -0.24 0.16
H -3.2147 3.6088 2.9915 -0.10 -0.81 -0.28
H -2.5854 5.4800 5.1955 -0.13 0.44 0.05
H -4.2239 5.3777 4.4993 1.08 -0.31 -0.53
H -2.7793 5.9710 3.5088 -0.38 -0.12 0.12
H 0.8502 2.2630 1.9657 0.07 1.04 0.42
H 1.0796 3.3354 3.3933 0.72 0.25 -0.53
H 1.6072 3.8426 1.6122 -0.47 0.21 0.79
O 0.3237 -2.5081 0.5273 0.14 -0.08 -0.04
S 0.0785 -1.1005 0.6124 1.59 -0.38 0.68
O 1.1708 -0.1670 0.5870 0.64 -0.08 -0.13
O -0.8605 -0.7811 -0.5234 -0.97 -0.93 -1.54
C -1.1652 0.5875 -0.8776 1.09 -0.27 1.23
C -1.1668 0.7630 -2.3372 -0.29 2.20 -0.85
C -0.7419 -0.7196 2.0644 -1.29 0.52 1.41
H -0.4102 1.1654 -0.3189 -0.46 0.33 -0.61
H -2.1245 0.6997 -0.4217 -0.80 0.60 0.03
H -1.8872 0.1701 -2.8571 -0.62 -0.51 -0.12
H -0.2490 0.7321 -2.9064 0.70 -0.46 0.41
H -1.4655 1.8315 -2.4587 -0.07 -0.61 -0.15
H -0.2749 -1.2804 2.8883 0.23 0.59 -0.32
H -1.7954 -1.0105 2.1025 -0.02 -0.09 -0.51
H -0.7064 0.3887 2.1561 0.07 -0.76 0.24
```
Positions in Å, forces in eV/Å.

## Properties
spin multiplicity = 1
Kohn-Sham gap = 9.1 eV
HOMO = -0.332 Eh
largest force on an atom = 3.85 eV/A
LUMO = 0.0 eV
energy above the lowest of the compared OMol25 structures with the same formula, charge and spin = 52.4 kJ/mol

Results of the Löwdin charge analysis, in e, for atoms 1 through 99: C -0.14; O -0.18; C -0.22; C -0.19; O -0.20; C -0.06; H 0.08; H 0.09; H 0.10; H 0.13; H 0.13; H 0.13; H 0.12; H 0.07; H 0.10; H 0.08; C -0.09; O -0.15; C -0.20; C -0.18; O -0.18; C -0.08; H 0.09; H 0.08; H 0.05; H 0.07; H 0.11; H 0.14; H 0.09; H 0.11; H 0.09; H 0.05; C -0.14; O -0.23; C -0.12; C -0.23; O -0.21; C -0.04; H 0.08; H 0.10; H 0.08; H 0.12; H 0.12; H 0.12; H 0.13; H 0.09; H 0.07; H 0.08; C -0.11; O -0.21; C -0.16; C -0.18; O -0.23; C -0.10; H 0.08; H 0.09; H 0.09; H 0.14; H 0.13; H 0.12; H 0.11; H 0.07; H 0.09; H 0.08; C -0.07; O -0.19; C -0.24; C -0.20; O -0.16; C -0.06; H 0.09; H 0.11; H 0.05; H 0.12; H 0.08; H 0.11; H 0.11; H 0.09; H 0.06; H 0.08; C -0.09; O -0.19; C -0.22; C -0.22; O -0.17; C -0.08; H 0.09; H 0.09; H 0.09; H 0.12; H 0.13; H 0.11; H 0.12; H 0.06; H 0.06; H 0.10; C -0.12; O -0.18; C -0.20



Here is a 2-piece molecular cluster, C4H10N2 overall from OMol25. Energies are from the ωB97M-V functional and the def2-TZVPD basis.

```
16
Properties=species:S:1:pos:R:3:forces:R:3
C -1.8632 -0.9147 -0.1722 0.56 -0.32 -0.20
C -0.2867 -2.6914 0.0803 0.69 0.24 -0.14
N -0.8046 -1.8003 -0.6440 -0.53 -0.40 -0.23
H -1.6027 -0.4886 0.8034 -0.41 0.12 0.00
H -2.8380 -1.4078 -0.1701 0.20 -0.24 0.39
H -1.9753 -0.1801 -0.9570 -0.01 0.69 0.14
H 0.4290 -3.3388 -0.4310 0.00 -0.05 0.30
H -0.3878 -2.8316 1.1689 -0.49 0.05 -0.23
C 0.4692 1.9854 -0.7349 -0.38 -0.31 -1.83
C 2.1389 1.4206 0.9270 1.47 -0.55 0.84
N 1.7711 1.7326 -0.2048 -1.78 0.07 1.25
H -0.3135 1.9173 0.0221 0.31 0.03 0.60
H 0.2000 1.1978 -1.4464 0.27 -0.28 0.07
H 0.3758 2.8960 -1.3058 0.42 0.51 0.19
H 3.1130 1.0127 1.1971 0.44 0.02 -0.72
H 1.5748 1.4911 1.8675 -0.78 0.41 -0.44
```
Positions in Å, forces in eV/Å.

## Properties
spin multiplicity = 2
charge = +1
Kohn-Sham gap (alpha / beta) = 7.1 / 3.6 eV
HOMO (alpha / beta) = -0.461 / -0.461 Eh
largest force on an atom = 2.17 eV/A
LUMO (alpha / beta) = -5.4 / -9.0 eV
energy above the lowest of the compared OMol25 structures with the same formula, charge and spin = 408.3 kJ/mol

Charge distribution, natural (NBO) scheme, values in e: C -0.46; C -0.05; N -0.42; H 0.17; H 0.24; H 0.19; H 0.18; H 0.15; C -0.50; C 0.01; N 0.07; H 0.29; H 0.29; H 0.27; H 0.28; H 0.28